[1]
25
Properties=species:S:1:pos:R:3:forces:R:3 method="wB97M-V/def2-TZVPD" charge=+1 lumo_energy_ha="-0.2465 / -0.2464"
C 0.10869 1.14206 -2.40521 -3.27 0.81 -1.55
O 0.97706 1.21766 -1.30488 -0.24 -0.30 0.65
P 0.78609 0.71511 0.14726 -1.85 1.29 1.12
O 1.96251 1.00612 0.91467 0.73 -0.51 1.15
N 0.01667 -0.77833 0.03737 -0.39 0.69 -1.20
N -0.29222 -1.51710 1.02812 2.10 -1.18 0.96
C 0.52439 -2.48180 1.38716 -0.54 1.56 -3.56
N 1.49584 -2.84032 0.41469 -2.80 2.80 0.82
C 1.66023 -1.95768 -0.60922 0.22 -1.37 -0.16
N 1.91816 -1.87854 -1.76888 0.10 1.87 -1.06
O 2.12653 -1.30402 -2.81421 0.03 -1.19 1.01
N -0.76408 1.33806 0.95500 2.88 -1.67 -1.78
C -1.16181 0.73243 2.10952 -0.37 0.22 3.94
C -1.74399 1.87312 0.10663 0.05 3.10 -1.88
H 0.66693 0.85926 -3.32979 -0.36 0.22 0.99
H -0.38584 2.20608 -2.53439 1.10 -2.13 0.03
H -0.77974 0.39629 -2.22668 1.89 1.15 -0.44
H 0.25056 -3.14570 2.12729 -0.12 -1.19 1.68
H 2.16122 -3.48881 0.64635 2.00 -1.92 0.56
H -0.51302 0.95834 2.99853 -0.22 0.08 -0.80
H -2.21843 0.91961 2.46219 1.03 -0.13 -0.95
H -0.98680 -0.37217 2.06086 -0.51 -0.51 0.07
H -1.81496 1.33964 -0.85209 -0.83 0.00 0.62
H -2.64389 2.16953 0.64196 -0.29 -0.86 -0.21
H -1.35007 2.89116 -0.19226 -0.33 -0.81 0.00

---

[2]
18
Properties=species:S:1:pos:R:3:forces:R:3 method="wB97M-V/def2-TZVPD" charge=0 lumo_energy_ha=0.0341
C 2.05562 -1.45173 -0.83854 0.16 -0.23 0.35
C 0.83785 -0.70229 -0.33369 -0.33 -0.70 0.89
C 1.06929 0.50660 0.58850 -0.08 -0.20 0.19
N -0.23859 1.16713 0.58114 -0.21 0.00 0.08
C -1.35060 0.36998 0.64286 -0.47 0.32 0.69
C -2.60870 0.91279 0.03939 -0.25 0.20 0.08
O -1.39289 -0.70261 1.23665 -0.11 0.55 0.07
H 1.79725 -2.23428 -1.56998 -0.05 0.15 0.47
H 2.79109 -0.81096 -1.34385 -0.19 0.10 0.19
H 2.52725 -1.89338 0.02924 0.51 -0.45 -0.02
H 0.40445 -0.26984 -1.28182 -0.61 -0.68 1.16
H 0.09226 -1.32815 0.54482 2.15 1.19 -3.87
H 1.28179 0.13054 1.59224 0.02 0.17 0.06
H 1.83806 1.26946 0.37929 -0.23 -0.44 -0.41
H -0.29681 1.96871 -0.03156 -0.15 -0.20 0.07
H -2.97889 0.25880 -0.75775 0.21 0.06 0.18
H -2.50437 1.93025 -0.33633 -0.09 -0.01 0.00
H -3.32406 0.87900 0.85937 -0.28 0.16 -0.18

---

[3]
18
Properties=species:S:1:pos:R:3:forces:R:3 method="wB97M-V/def2-TZVPD" charge=0 lumo_energy_ha=0.0406
C 2.68996 0.66299 0.20059 0.27 -0.03 0.12
O 1.47394 0.98559 -0.42758 -0.04 0.05 -0.04
C 0.65994 -0.13340 -0.63272 -0.06 -0.18 -0.08
C -0.08513 -0.70824 0.59417 0.14 -0.07 0.21
N -1.33392 -0.62289 -0.16121 -0.09 -0.13 0.01
C -2.55168 -0.26057 0.52149 -0.10 0.05 0.02
C -0.72367 0.23226 -1.18762 -0.01 0.12 -0.18
H 3.26445 1.58810 0.29047 -0.08 -0.15 0.00
H 3.27083 -0.06201 -0.39105 -0.10 0.10 0.07
H 2.53259 0.24385 1.20640 -0.01 0.05 -0.15
H 1.19295 -0.90207 -1.21280 -0.09 0.14 0.07
H 0.17139 -1.71956 0.93395 -0.01 0.17 -0.03
H -0.02890 -0.01165 1.44700 -0.03 -0.02 -0.09
H -2.47575 0.62524 1.18460 0.18 -0.07 -0.26
H -2.87305 -1.09741 1.15076 -0.02 0.07 -0.11
H -3.33589 -0.06644 -0.21696 0.06 -0.05 0.12
H -0.90332 1.31226 -1.07926 -0.03 -0.11 0.12
H -0.94473 -0.06604 -2.22024 0.00 0.06 0.20

---

[4]
18
Properties=species:S:1:pos:R:3:forces:R:3 method="wB97M-V/def2-TZVPD" charge=0 lumo_energy_ha=0.0320
C -0.83699 1.44408 1.30160 -0.05 0.00 -0.01
C 0.58291 0.90167 1.21479 0.05 0.12 0.08
N 0.71715 -0.21099 0.23978 0.01 -0.09 -0.15
C 1.18896 -1.37050 0.69438 -0.06 -0.05 0.00
C 0.36020 0.06009 -1.02271 -0.05 0.04 0.10
C -0.19490 -0.97219 -1.93950 0.44 -0.15 -0.03
O -1.56218 -0.69070 -2.24383 -0.21 0.02 0.18
H -0.86465 2.29277 1.99245 0.02 -0.14 -0.06
H -1.52823 0.67854 1.66963 0.11 0.08 -0.05
H -1.19416 1.78865 0.32797 0.06 -0.03 0.17
H 1.28124 1.68314 0.90061 -0.08 -0.10 0.03
H 0.92160 0.52419 2.18184 -0.02 0.03 -0.17
H 1.52046 -2.11244 -0.01623 -0.12 0.06 0.09
H 1.17864 -1.56917 1.75555 0.05 0.14 -0.11
H 0.22293 1.10548 -1.27097 -0.06 -0.12 0.08
H 0.30094 -1.01034 -2.91497 -0.01 0.00 0.15
H -0.09464 -1.96900 -1.48122 -0.04 0.16 -0.06
H -1.99926 -0.57328 -1.38918 -0.03 0.02 -0.24

---

[5]
18
Properties=species:S:1:pos:R:3:forces:R:3 method="wB97M-V/def2-TZVPD" charge=0 lumo_energy_ha=0.0291
C -0.51147 -1.20344 -0.59434 0.01 -0.05 -0.05
C 0.13835 -0.12094 0.29633 -0.07 -0.13 0.10
C -0.94195 0.72135 0.99299 -0.02 0.06 0.00
C 0.98849 -0.82868 1.35600 0.03 -0.04 0.07
N 1.09388 0.74487 -0.40975 -0.12 0.18 -0.39
C 0.85751 1.32503 -1.50231 0.25 -0.03 0.23
O -0.25966 1.33077 -2.26691 -0.19 -0.11 0.10
H -0.82925 -2.04697 0.02745 0.03 0.13 -0.07
H -1.41457 -0.86894 -1.12440 0.15 0.00 0.07
H 0.20189 -1.58203 -1.33408 -0.08 0.05 0.12
H -0.48619 1.56680 1.51675 -0.02 -0.13 -0.04
H -1.68231 1.12128 0.28849 0.15 -0.03 0.06
H -1.48121 0.11144 1.72646 0.06 0.07 -0.13
H 0.38054 -1.49366 1.97975 0.07 0.10 -0.09
H 1.77123 -1.41520 0.86392 -0.10 0.05 0.09
H 1.47793 -0.08403 1.99018 -0.06 -0.11 -0.06
H 1.62812 1.93597 -1.97186 -0.09 -0.05 0.08
H -0.93134 0.78638 -1.83466 0.00 0.05 -0.12

---

[6]
18
Properties=species:S:1:pos:R:3:forces:R:3 method="wB97M-V/def2-TZVPD" charge=0 lumo_energy_ha=0.0027
C -0.68363 -1.24813 -0.63758 0.02 -0.08 -0.03
C -0.26391 0.12180 -0.03348 -0.24 -0.06 0.08
C -1.16711 0.69540 1.06106 0.01 0.02 0.05
N 1.15310 0.79195 -0.25292 0.09 0.23 -0.36
C 1.08671 -0.62165 1.05388 0.08 -0.32 0.33
C 1.14370 1.23318 -1.50961 -0.10 0.07 -0.01
O 0.17456 1.17920 -2.29078 0.08 -0.05 0.23
H -0.78643 -2.03408 0.12269 0.02 0.13 -0.08
H -1.64802 -1.15260 -1.14889 0.17 0.03 0.08
H 0.05291 -1.56888 -1.38018 -0.10 0.05 0.10
H -0.62742 0.67972 -1.00981 0.13 0.01 -0.10
H -0.75380 1.63968 1.42731 -0.06 -0.13 -0.05
H -2.17262 0.89144 0.67147 0.19 -0.04 0.04
H -1.27480 0.01040 1.91366 0.03 0.08 -0.13
H 0.35438 -1.28286 1.53155 0.03 0.10 -0.08
H 1.83852 -1.18356 0.50955 -0.15 0.13 0.07
H 1.51036 0.08548 1.75752 -0.09 -0.10 -0.16
H 2.06350 1.76352 -1.78543 -0.11 -0.06 0.02

---

[7]
18
Properties=species:S:1:pos:R:3:forces:R:3 method="wB97M-V/def2-TZVPD" charge=0 lumo_energy_ha=0.0257
C -0.58241 -0.15114 2.98141 0.88 -0.04 -0.35
C -1.37629 0.72564 2.39159 0.18 0.90 0.20
C -1.31391 1.07839 0.92129 0.50 -0.25 -0.33
N -0.44018 0.22736 0.14647 -1.26 -1.15 -0.74
C -0.95488 -0.82103 -0.62029 1.47 0.09 1.28
C -0.11688 -1.70936 -1.17638 -0.06 -0.14 -1.85
H -0.54671 -0.45298 4.01839 -0.47 0.37 0.13
H 0.24401 -0.55055 2.39804 -0.35 -0.37 -0.15
H -2.05945 1.36625 2.94592 -0.26 -0.43 0.13
H -1.03754 2.11416 0.70728 -0.01 0.14 0.54
H -2.33171 0.98923 0.52413 0.06 -0.09 -0.09
H 0.49152 0.42853 -0.14917 0.25 0.80 0.48
H -2.02900 -0.92997 -0.55742 -0.12 0.03 -0.52
H 0.97008 -1.67005 -1.17096 -0.04 0.59 0.69
H -0.37520 -2.27445 -2.06905 -0.77 -0.44 0.59
O 3.62604 0.54133 -3.60172 0.03 0.11 0.00
H 3.91187 0.87135 -2.73740 -0.19 -0.44 -0.27
H 3.32342 -0.37168 -3.50776 0.16 0.33 0.28

---

[8]
18
Properties=species:S:1:pos:R:3:forces:R:3 method="wB97M-V/def2-TZVPD" charge=0 lumo_energy_ha=0.0304
C -1.21154 0.26485 1.47141 0.13 0.02 0.00
C 0.08830 0.32857 1.18785 -0.23 0.12 0.09
C 0.81551 1.59245 0.82666 -0.02 0.02 -0.03
N 0.89043 -0.84505 1.28763 0.00 -0.06 -0.11
C 1.75186 -1.28085 0.31883 0.08 0.11 -0.17
O 2.01287 -0.70132 -0.71436 -0.08 -0.22 0.40
H -1.82518 1.15952 1.45832 0.12 -0.11 0.01
H -1.70147 -0.67611 1.70814 0.10 0.12 -0.01
H 0.11223 2.42484 0.74646 0.09 -0.13 0.03
H 1.56085 1.82910 1.59482 -0.09 -0.04 -0.10
H 1.34388 1.47074 -0.12146 -0.08 0.04 0.12
H 0.63971 -1.51183 2.00299 0.04 0.06 -0.12
H 2.20933 -2.25215 0.58652 -0.04 0.10 -0.03
C -1.30723 -0.32020 -2.25649 0.01 0.00 0.01
H -1.24209 0.36217 -3.10761 -0.01 -0.12 0.11
H -0.91960 -1.30043 -2.54203 -0.05 0.13 0.00
H -2.34916 -0.41674 -1.94123 0.13 0.02 -0.05
H -0.71049 0.06726 -1.42932 -0.09 -0.04 -0.15

---

ΔE to the lowest compared entry with this formula, charge and spin for the records above, in order: 651.2, 162.8, 230.5, 319.3, 92.4, 587.7, 274.6, 103.2 kJ/mol